# 1
113
Properties=species:S:1:pos:R:3:lowdin_charge:R:1 method="wB97M-V/def2-TZVPD" e_above_lowest_kj_mol=153.1 total_charge=-2 homo_ev=-1.7 total_energy_ha=-7324.45649 orbital_gap_ha=0.1959
Rb -0.04 -1.89 -0.15 0.999
I -1.69 0.57 5.04 0.669
C -0.64 -1.29 5.33 -1.098
I -0.10 -2.42 3.52 1.041
H -1.29 -1.90 5.95 -0.062
H 0.26 -1.04 5.88 -0.062
C 3.64 -0.09 2.76 -0.189
C 2.52 0.88 3.06 -0.373
Ge 1.81 1.95 1.49 0.936
C 0.60 3.21 2.55 -0.365
C -0.62 3.79 1.85 -0.191
C 3.15 3.24 0.79 -0.248
C 3.20 3.12 -0.54 -0.376
Ge 2.18 1.42 -0.99 0.989
C 0.73 1.67 -2.40 -0.332
C 1.21 1.98 -3.81 -0.167
C 3.62 -0.01 -0.98 -0.339
C 4.33 -0.27 -2.30 -0.163
C 3.97 3.95 -1.45 -0.237
C 4.26 3.48 -2.73 -0.058
C 5.00 4.22 -3.63 -0.088
C 5.48 5.47 -3.27 -0.116
C 5.19 5.97 -2.01 -0.105
C 4.45 5.22 -1.11 -0.041
H 3.95 -0.62 3.67 0.063
H 4.51 0.43 2.36 0.057
H 3.32 -0.84 2.04 0.035
H 2.83 1.59 3.83 0.056
H 1.67 0.33 3.46 0.010
H 1.26 4.02 2.86 0.051
H 0.28 2.69 3.45 0.001
H -0.34 4.23 0.90 0.064
H -1.08 4.56 2.46 0.064
H -1.36 3.01 1.69 0.043
H 3.72 4.00 1.33 0.044
H 0.11 2.49 -2.04 0.033
H 0.13 0.77 -2.41 0.043
H 1.76 2.92 -3.85 0.050
H 0.34 2.08 -4.47 0.070
H 1.83 1.18 -4.20 0.067
H 3.17 -0.93 -0.62 0.027
H 4.34 0.33 -0.23 0.055
H 3.61 -0.60 -3.05 0.060
H 5.07 -1.06 -2.18 0.070
H 4.85 0.62 -2.66 0.045
H 3.88 2.51 -3.01 0.073
H 5.21 3.82 -4.61 0.100
H 6.06 6.05 -3.97 0.089
H 5.55 6.95 -1.74 0.093
H 4.22 5.63 -0.14 0.101
C -3.78 -2.03 2.26 -0.081
C -5.14 -1.34 2.22 -0.369
C -6.03 -1.92 1.12 -0.059
C -4.99 0.16 2.12 -0.149
C -5.41 0.92 3.19 -0.087
C -5.30 2.30 3.18 -0.129
C -4.75 2.92 2.07 -0.077
C -4.30 2.19 0.98 -0.137
C -3.69 3.00 -0.15 -0.361
C -2.43 2.40 -0.78 -0.079
C -4.71 3.30 -1.25 -0.059
C -4.42 0.78 0.97 -0.189
N -3.86 0.01 0.02 0.091
C -4.26 -0.24 -1.21 -0.308
C -5.55 0.07 -1.74 -0.075
C -5.89 -0.28 -3.03 -0.144
C -5.00 -0.94 -3.87 -0.151
C -3.74 -1.27 -3.38 -0.043
C -3.41 -0.93 -2.10 -0.201
F -2.15 -1.27 -1.63 -0.101
H -3.88 -3.10 2.39 0.077
H -3.20 -1.63 3.09 0.018
H -3.23 -1.82 1.33 0.062
H -5.64 -1.55 3.18 0.119
H -5.56 -1.84 0.15 0.060
H -6.98 -1.38 1.09 0.075
H -6.25 -2.97 1.32 0.070
H -5.82 0.42 4.06 0.098
H -5.62 2.88 4.04 0.081
H -4.65 4.00 2.07 0.101
H -3.39 3.96 0.30 0.116
H -2.68 1.66 -1.54 0.069
H -1.81 1.90 -0.03 0.071
H -1.85 3.19 -1.24 0.068
H -5.01 2.38 -1.74 0.051
H -4.28 3.97 -2.00 0.073
H -5.60 3.77 -0.82 0.073
H -6.27 0.56 -1.10 0.108
H -6.88 -0.03 -3.40 0.087
H -5.28 -1.20 -4.88 0.074
H -3.02 -1.80 -4.00 0.115
F 0.36 -3.39 -2.23 0.023
B 1.20 -2.49 -2.90 -1.366
F 1.27 -1.29 -2.14 -0.078
F 0.70 -2.20 -4.15 0.134
F 2.47 -3.03 -3.01 0.132
O 0.58 -4.05 1.65 -0.331
C 1.70 -3.69 1.19 -0.796
O 2.10 -2.53 1.08 -0.207
C 2.65 -4.81 0.80 -0.106
C 3.74 -4.52 -0.01 -0.002
C 4.69 -5.50 -0.31 0.016
C 4.48 -6.75 0.21 -0.205
O 5.27 -7.88 0.08 0.014
C 4.59 -8.89 0.78 -0.200
O 3.46 -8.36 1.43 0.017
C 3.39 -7.04 1.02 -0.185
C 2.45 -6.08 1.33 0.074
H 3.83 -3.52 -0.40 0.113
H 5.55 -5.28 -0.92 0.113
H 5.27 -9.34 1.53 0.130
H 4.27 -9.68 0.07 0.132
H 1.60 -6.28 1.95 0.127

---

# 2
8
Properties=species:S:1:pos:R:3:lowdin_charge:R:1 method="wB97M-V/def2-TZVPD" e_above_lowest_kj_mol=127.3 total_charge=0 homo_ev=-9.8 total_energy_ha=-606.13889 smiles="O=C=NCS" orbital_gap_ha=0.3756
O -3.22 -0.53 0.22 0.123
C -2.07 -0.39 0.03 -0.364
N -0.92 -0.16 -0.20 0.073
C 0.54 0.30 -0.03 -0.489
S 1.77 -1.12 -0.26 0.688
H 0.68 0.98 0.76 0.039
H 0.74 1.16 -0.86 0.119
H 2.48 -0.23 0.35 -0.189

---

# 3
53
Properties=species:S:1:pos:R:3:lowdin_charge:R:1 method="wB97M-V/def2-TZVPD" e_above_lowest_kj_mol=26.0 total_charge=0 homo_ev=-10.8 total_energy_ha=-1115.04306 orbital_gap_ha=0.4033
C -0.92 -1.78 0.00 -0.074
C -0.88 -0.28 -0.28 -0.228
C -1.11 0.59 0.97 -0.438
C -1.74 1.93 0.59 -0.071
C 0.20 0.81 1.71 -0.063
H -0.11 -2.07 0.68 0.059
H -1.87 -2.05 0.45 0.061
H -0.76 -2.35 -0.91 0.065
H 0.06 0.01 -0.76 0.105
H -1.65 -0.02 -1.00 0.079
H -1.79 0.08 1.65 0.094
H -1.86 2.61 1.44 0.076
H -2.71 1.81 0.11 0.079
H -1.13 2.45 -0.16 0.065
H 0.69 -0.14 1.97 0.056
H 0.08 1.38 2.63 0.084
H 0.93 1.31 1.07 0.061
H 2.85 -1.31 -2.92 0.088
H 2.37 -1.77 -1.49 0.021
O 2.16 -1.15 -2.25 -0.091
H 0.90 3.17 -1.55 0.006
H 1.20 3.57 -0.08 0.052
O 1.62 3.25 -0.88 -0.069
H -0.11 3.46 -3.57 0.057
H -0.94 2.33 -2.87 0.022
O -0.42 3.16 -2.71 -0.072
H 2.65 1.81 -0.78 0.012
H 2.77 0.33 -1.35 0.017
O 3.18 0.98 -0.73 -0.082
H -2.93 1.17 3.31 0.019
H -4.02 0.91 2.27 -0.001
O -3.78 1.50 3.00 -0.060
H -4.84 -0.97 0.49 0.062
H -3.49 -0.42 0.06 0.035
O -4.01 -0.63 0.85 -0.041
H -2.38 0.80 -4.14 0.056
H -1.32 0.02 -3.29 0.007
O -1.85 0.85 -3.34 -0.078
H -1.04 -2.01 3.16 0.051
H -0.17 -1.25 4.20 0.063
O -0.25 -2.08 3.71 -0.038
H -0.12 -1.86 -4.15 0.060
H 0.50 -1.22 -2.87 0.015
O -0.35 -1.40 -3.34 -0.062
H 2.49 -3.02 0.33 0.041
H 3.51 -1.92 0.11 0.027
O 3.07 -2.66 -0.36 -0.053
H 3.34 0.12 0.71 0.021
H 4.47 -0.33 1.72 0.074
O 3.61 -0.57 1.37 -0.081
H 1.26 -2.55 2.79 -0.004
H 2.56 -1.90 2.16 -0.004
O 2.07 -2.72 2.27 -0.084

---

# 4
66
Properties=species:S:1:pos:R:3:lowdin_charge:R:1 method="wB97M-V/def2-TZVPD" e_above_lowest_kj_mol=0.0 total_charge=0 homo_ev=-8.3 total_energy_ha=-1459.56937 smiles="COc1ccc(CNC(=O)C[C@H]2C(=O)N(CCc3ccccc3)C[C@@H]2Cc2ccccc2)cc1" orbital_gap_ha=0.3275
C 4.33 -0.70 5.65 -0.096
O 3.52 0.16 4.88 -0.089
C 3.82 0.32 3.56 -0.280
C 3.00 1.20 2.84 -0.001
C 3.22 1.43 1.51 -0.029
C 4.26 0.79 0.83 -0.210
C 4.49 1.04 -0.64 -0.122
N 3.27 0.83 -1.40 0.081
C 3.03 -0.30 -2.07 -0.499
O 3.85 -1.19 -2.24 0.055
C 1.61 -0.40 -2.64 -0.031
C 0.52 -0.23 -1.56 -0.157
C 0.11 1.23 -1.45 -0.417
O 0.81 2.15 -1.06 0.045
N -1.14 1.36 -1.89 -0.031
C -1.83 2.63 -1.96 -0.116
C -2.07 3.23 -0.56 -0.121
C -2.82 2.27 0.32 -0.232
C -2.14 1.49 1.25 -0.045
C -2.83 0.59 2.05 -0.089
C -4.20 0.47 1.94 -0.108
C -4.89 1.24 1.01 -0.091
C -4.20 2.13 0.21 -0.042
C -1.75 0.14 -2.36 -0.073
C -0.79 -0.97 -1.89 -0.221
C -1.34 -1.70 -0.66 -0.101
C -2.56 -2.50 -1.01 -0.229
C -3.83 -2.05 -0.67 -0.041
C -4.96 -2.78 -1.03 -0.078
C -4.82 -3.96 -1.73 -0.095
C -3.56 -4.42 -2.07 -0.084
C -2.44 -3.69 -1.71 -0.043
C 5.07 -0.08 1.54 -0.030
C 4.86 -0.32 2.89 -0.021
H 5.37 -0.36 5.67 0.095
H 3.91 -0.66 6.66 0.091
H 4.29 -1.73 5.28 0.095
H 2.20 1.68 3.37 0.115
H 2.58 2.11 0.97 0.105
H 4.83 2.07 -0.80 0.129
H 5.24 0.35 -1.03 0.118
H 2.51 1.48 -1.23 0.088
H 1.53 -1.38 -3.10 0.121
H 1.50 0.36 -3.42 0.137
H 0.93 -0.56 -0.60 0.160
H -2.79 2.46 -2.47 0.127
H -1.23 3.33 -2.55 0.132
H -1.10 3.45 -0.12 0.108
H -2.63 4.16 -0.68 0.121
H -1.07 1.58 1.34 0.116
H -2.29 -0.01 2.77 0.108
H -4.74 -0.23 2.56 0.105
H -5.96 1.15 0.91 0.104
H -4.73 2.74 -0.51 0.114
H -2.75 0.02 -1.93 0.120
H -1.84 0.16 -3.45 0.137
H -0.64 -1.70 -2.68 0.138
H -0.57 -2.38 -0.28 0.129
H -1.58 -0.98 0.12 0.107
H -3.95 -1.14 -0.10 0.085
H -5.94 -2.42 -0.76 0.102
H -5.70 -4.53 -2.02 0.100
H -3.45 -5.34 -2.62 0.102
H -1.46 -4.06 -1.97 0.115
H 5.88 -0.59 1.04 0.115
H 5.52 -1.00 3.41 0.101

---

# 5
8
Properties=species:S:1:pos:R:3:lowdin_charge:R:1 method="wB97M-V/def2-TZVPD" e_above_lowest_kj_mol=0.0 total_charge=0 homo_ev=-9.3 total_energy_ha=-1347.19157 smiles="O=C(S)C(=S)S" orbital_gap_ha=0.2915
O 0.34 -1.43 -0.02 -0.026
C 0.47 -0.23 -0.04 -0.858
S 2.04 0.61 0.00 0.787
C -0.78 0.73 -0.01 -1.219
S -0.60 2.32 -0.01 0.703
S -2.29 -0.09 -0.01 0.837
H 2.69 -0.59 0.03 -0.092
H -1.88 -1.33 0.06 -0.132

---

# 6
22
Properties=species:S:1:pos:R:3:lowdin_charge:R:1 method="wB97M-V/def2-TZVPD" e_above_lowest_kj_mol=396.6 total_charge=0 homo_ev=-8.3 total_energy_ha=-425.21970 orbital_gap_ha=0.3423
C -0.05 -1.89 0.31 -0.068
C -0.87 -1.43 1.26 -0.085
C -2.29 0.48 0.37 -0.121
C -1.47 1.15 -0.38 -0.045
C 0.55 -0.98 -0.77 -0.124
C -1.45 -0.07 1.35 -0.121
C -0.07 1.03 0.33 -0.026
C 1.03 0.31 -0.20 -0.610
C 1.61 1.11 -1.36 -0.008
O 2.08 0.15 0.77 0.021
H 0.32 -2.86 0.26 0.081
H -1.10 -2.23 1.98 0.108
H -3.30 0.52 0.42 0.079
H -1.60 1.65 -1.35 0.106
H 1.36 -1.59 -1.23 0.136
H -0.15 -0.94 -1.50 0.086
H -1.78 0.37 2.27 0.114
H 0.12 1.78 1.01 0.108
H 2.47 0.52 -1.67 0.085
H 1.88 2.12 -1.07 0.090
H 0.96 1.22 -2.26 0.108
H 1.77 -0.42 1.47 0.085